Record 1
{"formula": "C6H12N2O", "method": "the ωB97M-V functional and the def2-TZVPD basis", "elements": ["C", "C", "C", "C", "C", "C", "N", "N", "O", "H", "H", "H", "H", "H", "H", "H", "H", "H", "H", "H", "H"], "xyz": [[-1.04, 1.28, 0.93], [-0.79, 0.68, -0.38], [0.70, 1.03, -0.90], [1.67, 0.19, -0.19], [1.38, -1.21, -0.05], [-0.05, -1.47, 0.39], [-0.89, -0.65, -0.31], [-2.17, -1.13, -0.41], [-3.07, -0.21, -0.41], [-2.20, 1.51, 0.91], [-0.75, 0.64, 1.94], [-0.35, 2.30, 0.95], [-1.42, 1.01, -1.11], [0.70, 0.92, -1.96], [0.79, 2.07, -0.77], [2.72, 0.09, -0.58], [1.76, 0.53, 0.81], [2.13, -1.64, 0.71], [1.46, -1.87, -1.01], [-0.44, -2.47, 0.02], [-0.14, -1.59, 1.47]], "total_charge": 0, "e_above_lowest_kcal_mol": 115.35, "smiles": "C[C@H]1CCCCN1N=O", "gap_ev": 9.73}

=====

Record 2
{"formula": "C6H12N2O", "method": "the ωB97M-V functional and the def2-TZVPD basis", "elements": ["C", "C", "N", "O", "C", "C", "N", "C", "C", "H", "H", "H", "H", "H", "H", "H", "H", "H", "H", "H", "H"], "xyz": [[2.86, -0.57, -1.33], [1.79, -0.98, -0.67], [0.23, -0.38, -0.87], [0.26, 0.67, -1.80], [-0.20, 0.02, 0.43], [0.37, 1.32, 0.96], [-0.27, -0.97, 1.43], [-1.93, 0.32, -0.14], [-3.01, -0.06, 0.55], [3.79, -1.13, -1.31], [2.84, 0.31, -1.97], [1.80, -1.86, -0.03], [0.35, 0.19, -2.64], [1.22, 1.15, 1.62], [-0.39, 1.87, 1.52], [0.73, 2.00, 0.18], [-0.74, -1.80, 1.09], [-0.66, -0.63, 2.30], [-2.06, 0.93, -1.02], [-4.02, 0.18, 0.20], [-2.95, -0.58, 1.50]], "total_charge": 0, "e_above_lowest_kcal_mol": 119.30, "smiles": "C=CN(O)[C@](C)(N)C=C", "gap_ev": 9.32}

=====

Record 3
{"formula": "C6H12N2O2", "method": "the ωB97M-V functional and the def2-TZVPD basis", "elements": ["C", "C", "C", "N", "N", "O", "C", "C", "C", "O", "H", "H", "H", "H", "H", "H", "H", "H", "H", "H", "H", "H"], "xyz": [[-2.43, -1.79, -0.59], [-0.98, -1.26, -0.32], [-0.68, 0.01, -1.26], [0.34, 0.79, -0.60], [1.38, 1.40, -1.42], [2.35, 1.89, -0.76], [0.22, 1.15, 0.74], [-0.02, -0.05, 1.53], [1.23, -0.92, 1.45], [-1.15, -0.75, 1.04], [-2.33, -2.14, -1.56], [-2.64, -2.68, 0.06], [-3.12, -0.91, -0.53], [-0.28, -2.08, -0.54], [-1.65, 0.49, -1.18], [-0.44, -0.37, -2.22], [0.97, 1.81, 1.08], [-0.78, 1.76, 0.75], [-0.30, 0.17, 2.47], [1.21, -2.08, 1.57], [1.89, -0.67, 2.27], [1.66, -0.66, 0.43]], "total_charge": 0, "e_above_lowest_kcal_mol": 109.05, "smiles": "C[C@H]1CN(N=O)C[C@H](C)O1", "gap_ev": 9.47}

=====

Record 4
{"formula": "C6H12N2O2", "method": "the ωB97M-V functional and the def2-TZVPD basis", "elements": ["C", "C", "C", "N", "N", "O", "C", "C", "C", "O", "H", "H", "H", "H", "H", "H", "H", "H", "H", "H", "H", "H"], "xyz": [[-2.45, -1.18, 0.11], [-1.06, -0.61, 0.26], [0.11, -1.46, -0.20], [1.34, -0.70, -0.29], [2.45, -1.21, 0.29], [3.50, -0.55, 0.14], [1.26, 0.60, -0.99], [0.05, 1.34, -0.46], [0.41, 1.81, 0.91], [-1.11, 0.62, -0.59], [-2.51, -2.18, 0.53], [-3.14, -0.54, 0.76], [-2.76, -1.10, -0.90], [-0.91, -0.29, 1.35], [-0.08, -1.95, -1.17], [0.29, -2.20, 0.59], [2.24, 1.16, -0.98], [1.10, 0.39, -2.04], [-0.30, 2.21, -1.11], [-0.35, 2.55, 1.32], [1.38, 2.25, 0.77], [0.56, 1.03, 1.72]], "total_charge": 0, "e_above_lowest_kcal_mol": 82.62, "smiles": "C[C@H]1CN(N=O)C[C@H](C)O1", "gap_ev": 10.20}

=====

Record 5
{"formula": "C6H12N2O2S", "method": "the ωB97M-V functional and the def2-TZVPD basis", "elements": ["C", "C", "C", "C", "C", "C", "N", "N", "O", "O", "S", "H", "H", "H", "H", "H", "H", "H", "H", "H", "H", "H", "H"], "xyz": [[-2.10, -1.15, -1.58], [-1.97, 1.75, 0.61], [-1.00, -0.43, -1.76], [-0.79, 2.01, 0.20], [0.38, -0.85, -1.28], [0.62, -0.48, 0.19], [0.05, -1.28, 1.17], [2.89, -0.45, 1.16], [2.08, 1.85, -0.01], [1.09, 1.10, 2.15], [1.66, 0.73, 0.87], [-3.14, -1.01, -1.70], [-1.86, -2.17, -1.14], [-2.72, 2.48, 0.81], [-2.28, 0.74, 0.83], [-0.96, 0.62, -2.17], [0.11, 2.41, -0.36], [1.04, -0.36, -2.01], [0.52, -2.04, -1.31], [0.28, -0.87, 2.05], [-0.87, -1.67, 1.09], [3.59, -0.25, 1.91], [3.37, -0.65, 0.28]], "total_charge": 0, "e_above_lowest_kcal_mol": 151.51, "gap_ev": [7.94, 7.77]}

=====

Record 6
{"formula": "C6H12N2O2S", "method": "the ωB97M-V functional and the def2-TZVPD basis", "elements": ["C", "C", "C", "C", "C", "C", "N", "N", "O", "O", "S", "H", "H", "H", "H", "H", "H", "H", "H", "H", "H", "H", "H"], "xyz": [[-3.41, -0.52, -0.26], [-2.27, 1.62, -0.10], [1.17, 0.87, 0.57], [1.01, -1.60, 1.01], [0.35, -0.69, -1.22], [0.37, -0.41, 0.29], [-3.04, 0.77, -0.78], [-0.95, -0.18, 0.84], [-4.49, -1.01, -0.43], [-2.57, 2.03, 1.12], [-2.11, -1.31, 0.63], [-1.56, 2.25, -0.61], [2.23, 0.68, 0.40], [0.84, 1.68, -0.08], [1.02, 1.17, 1.61], [2.03, -1.76, 0.67], [0.43, -2.50, 0.83], [1.03, -1.41, 2.08], [-0.18, -1.61, -1.44], [-0.13, 0.13, -1.75], [1.37, -0.78, -1.60], [-2.92, 0.75, -1.79], [-3.12, 1.39, 1.59]], "total_charge": 0, "e_above_lowest_kcal_mol": 47.55, "gap_ev": [7.72, 7.72]}

=====

Record 7
{"formula": "C6H12N2O3", "method": "the ωB97M-V functional and the def2-TZVPD basis", "elements": ["C", "C", "N", "C", "O", "N", "C", "C", "C", "O", "O", "H", "H", "H", "H", "H", "H", "H", "H", "H", "H", "H", "H"], "xyz": [[-0.49, 1.64, -2.04], [-0.03, 0.57, -1.00], [1.32, 0.01, -1.42], [-1.12, -0.55, -0.75], [-2.15, -0.61, -1.46], [-0.91, -1.46, 0.17], [-0.16, -1.26, 1.49], [1.40, -1.22, 1.22], [-0.63, 0.06, 2.06], [-0.08, 0.52, 3.01], [-1.39, 0.92, 1.28], [-1.26, 2.34, -1.72], [-0.93, 1.19, -2.97], [0.26, 2.43, -2.47], [0.00, 0.86, 0.02], [1.77, 0.54, -2.16], [1.86, 0.24, -0.68], [-1.49, -2.26, 0.09], [-0.45, -2.14, 2.20], [1.65, -1.65, 0.26], [2.13, -1.74, 1.97], [1.94, -0.23, 1.13], [-1.24, 1.79, 1.77]], "total_charge": 0, "e_above_lowest_kcal_mol": 67.07, "smiles": "C[C@H](N)C(=O)N[C@@H](C)C(=O)O", "gap_ev": 9.67}

=====

Record 8
{"formula": "C6H12N2O5", "method": "the ωB97M-V functional and the def2-TZVPD basis", "elements": ["C", "C", "C", "C", "C", "C", "H", "H", "H", "H", "H", "H", "H", "H", "H", "H", "H", "H", "N", "N", "O", "O", "O", "O", "O"], "xyz": [[-0.76, -0.18, 1.60], [-0.21, 0.16, 0.08], [-1.97, 0.77, 1.94], [1.59, -0.33, -1.20], [1.37, 0.88, -2.04], [0.67, -1.46, -1.94], [-0.01, -0.74, 3.43], [0.24, 0.97, 2.79], [-1.25, -1.25, 1.33], [-2.24, 0.43, 3.07], [-2.90, 0.42, 1.41], [-2.36, 2.53, 0.72], [1.40, -0.52, 0.85], [2.60, -0.64, -1.29], [-0.33, -1.09, -1.99], [1.10, -1.45, -2.98], [0.49, -3.55, -1.85], [0.57, 2.71, -1.72], [0.22, -0.15, 2.57], [0.99, -0.25, -0.03], [-0.92, 0.62, -0.86], [-1.69, 2.08, 1.78], [1.42, 0.96, -3.25], [0.78, -2.78, -1.21], [1.18, 1.89, -1.21]], "total_charge": 0, "e_above_lowest_kcal_mol": 117.64, "gap_ev": 9.06}

=====

Record 9
{"formula": "C6H12N2P4", "method": "the ωB97M-V functional and the def2-TZVPD basis", "elements": ["H", "P", "C", "N", "C", "P", "H", "C", "C", "N", "C", "P", "H", "P", "C", "H", "H", "H", "H", "H", "H", "H", "H", "H"], "xyz": [[-2.19, -3.78, 0.20], [-1.34, -2.87, 0.73], [-2.03, -1.50, -0.07], [-1.71, -0.24, 0.29], [-2.53, 0.77, 0.11], [-4.12, 0.60, -0.47], [-4.53, 1.96, -0.20], [-0.34, 0.07, 0.72], [0.39, 0.36, -0.59], [1.72, 0.68, -0.53], [2.16, 1.73, 0.21], [1.26, 3.15, 0.57], [2.13, 3.71, 1.41], [2.73, -1.02, -0.60], [3.98, -1.94, 0.23], [-2.63, -1.65, -1.01], [-2.05, 1.69, 0.40], [0.07, -0.99, 1.00], [-0.25, 0.89, 1.49], [-0.20, 1.21, -1.06], [0.09, -0.45, -1.23], [3.15, 1.62, 0.54], [2.15, -1.18, -1.82], [4.09, -2.82, -0.34]], "total_charge": 0, "smiles": "[H]/P=C/N(/C=P/[H])CCN(/C=P/[H])[PH]#C", "gap_ev": 6.88}

=====

Record 10
{"formula": "C6H12N2PSSn", "method": "the ωB97M-V functional and the def2-TZVPD basis", "elements": ["C", "C", "C", "C", "C", "Sn", "P", "H", "H", "H", "H", "H", "H", "H", "H", "N", "C", "N", "S", "H", "H", "H", "H"], "xyz": [[0.34, 0.69, -2.62], [0.07, -0.11, -3.68], [-0.25, -1.47, -3.70], [-0.35, -2.32, -2.59], [-0.20, -2.02, -1.28], [-0.04, -0.08, -0.79], [0.14, 2.45, 0.22], [0.66, 1.72, -2.62], [0.19, 0.41, -4.61], [-0.38, -1.92, -4.68], [-0.19, -2.73, -0.47], [-0.53, -3.37, -2.78], [-0.99, 2.85, 0.93], [0.28, 3.32, -0.88], [1.25, 2.67, 1.05], [0.00, 1.20, 3.81], [0.00, 0.00, 3.22], [0.00, -1.19, 3.81], [0.00, -0.09, 1.53], [0.00, 1.23, 4.79], [-0.01, 2.04, 3.29], [0.00, -2.03, 3.27], [0.00, -1.25, 4.77]], "total_charge": 1, "e_above_lowest_kcal_mol": 42.32, "gap_ev": 6.13}

=====

Record 11
{"formula": "C6H12N2S2", "method": "the ωB97M-V functional and the def2-TZVPD basis", "elements": ["C", "C", "N", "C", "N", "H", "H", "H", "H", "C", "C", "S", "S", "C", "H", "H", "H", "H", "H", "H", "H", "H"], "xyz": [[-3.24, -0.08, 0.00], [-3.13, 0.61, 1.19], [-2.17, -0.07, 1.91], [-1.74, -1.11, 1.14], [-2.37, -1.15, -0.02], [-3.90, 0.14, -0.84], [-3.64, 1.49, 1.58], [-1.84, 0.17, 2.84], [-0.98, -1.81, 1.48], [1.66, 1.85, 0.50], [1.45, 1.40, -0.94], [2.91, 0.57, -1.67], [3.03, -1.15, -0.59], [1.91, -2.24, -1.49], [0.75, 2.34, 0.88], [2.50, 2.57, 0.56], [1.90, 0.98, 1.14], [0.58, 0.72, -1.03], [1.28, 2.26, -1.61], [2.23, -2.37, -2.54], [1.94, -3.23, -1.00], [0.87, -1.88, -1.48]], "total_charge": 0, "e_above_lowest_kcal_mol": 4.00, "smiles": "c1c[nH]cn1.CCSSC", "gap_ev": 9.42}

=====

Sequential calculated total energy output: -420.400071, -420.393784, -495.663737, -495.705868, -893.758141, -893.923819, -570.995950, -721.377323, -1710.403435, -1298.742603, -1141.706757 Ha